# 1
Here is a structure of composition C52H47GeIN5STc at a distorted geometry from the Open Molecules 2025 dataset. Energies are from wB97M-V/def2-TZVPD.

Structure (XYZ):
```
108
Properties=species:S:1:pos:R:3:forces:R:3
Tc 1.2485 -0.6410 0.6159 -0.311 -0.031 -1.087
C -3.3226 2.6046 -1.4326 -0.930 -0.437 0.453
C -2.4811 3.8240 -1.4420 0.773 -0.413 -0.608
C -3.0796 5.0355 -1.2764 0.231 1.852 -0.410
C -2.3825 6.2267 -1.6255 0.123 -2.181 0.824
C -1.0653 6.1768 -2.0751 -1.465 -0.020 0.079
C -0.4408 4.9518 -2.1818 2.130 0.635 -0.189
C -1.1496 3.8213 -1.8300 1.263 -1.324 -0.287
N -0.4653 2.5491 -2.0107 0.690 -0.882 -0.042
C -0.0124 1.6581 -1.0817 -0.344 0.018 1.214
N -0.6126 1.8533 0.2228 0.369 0.508 -1.632
C 0.3006 2.1495 1.2873 0.444 -0.021 0.537
C 1.2334 1.1560 1.6846 -0.253 1.090 0.131
C 2.1308 1.5413 2.6920 -0.332 -0.045 -0.277
C 2.1922 2.8455 3.2219 -0.861 -2.137 -0.610
C 1.1934 3.7192 2.9315 -1.307 0.360 -0.479
C 0.2094 3.3867 1.9503 0.703 -0.060 0.593
C -0.8944 4.3627 1.6920 -1.520 -1.337 -0.331
N 0.8710 0.6676 -1.2871 -1.155 1.435 1.242
C 1.6021 0.6995 -2.5347 0.190 -0.696 -0.461
C 2.9607 0.9929 -2.5157 0.306 -0.091 -0.421
C 3.7337 0.9764 -3.7056 0.356 0.418 1.955
C 3.1466 0.6503 -4.8864 -0.757 -0.333 -0.716
C 1.7862 0.3578 -4.9197 0.487 -0.426 1.193
C 1.0093 0.3059 -3.7605 -0.743 1.262 -0.418
C -0.4864 0.0305 -3.8436 0.535 -1.285 -1.784
H -4.3070 2.9611 -1.1097 -0.003 -0.516 0.016
H -3.0187 1.7810 -0.7684 0.026 0.294 -0.251
H -3.4563 2.2163 -2.4466 0.205 -0.052 0.090
H -4.1158 4.9953 -0.9530 0.096 0.624 -0.048
H -2.8271 7.1490 -1.4292 -0.786 1.386 -0.033
H -0.6236 7.1017 -2.3746 0.566 0.280 -0.038
H 0.6741 4.9739 -2.4918 -2.064 -0.581 0.487
H -0.0546 2.4092 -2.9222 0.019 0.077 -0.110
H -1.3133 2.6084 0.1268 0.608 -0.642 0.234
H 2.8606 0.8142 3.0038 0.271 -0.123 0.204
H 2.9335 3.0352 3.9330 0.961 0.505 1.039
H 1.1170 4.6248 3.5484 -0.081 -0.146 -0.721
H -0.9491 5.0615 2.4882 0.243 1.075 0.352
H -1.9184 3.9062 1.7217 0.733 -0.178 0.116
H -0.8959 4.7903 0.7008 0.467 0.629 -0.179
H 3.4115 1.1759 -1.5429 -0.011 0.186 -0.428
H 4.7971 1.2247 -3.6478 -0.362 -0.161 -0.015
H 3.6903 0.5525 -5.8136 0.258 0.237 0.014
H 1.3984 0.0289 -5.8456 -0.736 -0.134 -0.818
H -0.7867 -0.6369 -4.7009 0.843 0.555 0.572
H -1.1189 0.8859 -4.0221 -0.052 0.546 0.398
H -0.7859 -0.5350 -2.9970 -0.553 0.015 0.916
I 1.9059 -2.1602 2.8864 -0.121 0.782 0.106
C 0.6113 -1.2868 4.3161 0.000 -0.614 -0.685
C 0.9872 -1.3945 5.6276 1.049 -0.078 -0.349
C 0.0595 -1.1208 6.6344 -0.785 1.293 0.409
C -1.2164 -0.6457 6.3373 0.486 -1.436 0.403
C -1.6144 -0.6443 4.9715 0.298 0.590 -0.460
C -2.9501 -0.2662 4.6656 0.583 0.511 0.406
C -3.4146 -0.1674 3.3826 -0.816 -0.459 0.629
C -2.5357 -0.4742 2.3429 0.384 0.121 -0.863
C -1.2067 -0.8197 2.5380 0.189 0.877 0.102
C -0.6745 -0.9186 3.9039 -1.359 0.039 0.035
H 2.0533 -1.6457 5.8252 -1.086 0.005 0.222
H 0.3620 -1.1442 7.6680 0.152 -0.195 0.133
H -1.9427 -0.4627 7.1859 0.880 -0.056 -1.341
H -3.4690 0.0572 5.5667 -0.635 -0.202 -0.519
H -4.4703 0.0738 3.1972 0.651 0.060 -0.041
H -2.8485 -0.3478 1.2992 -0.053 -0.084 0.466
N 5.9453 0.8471 0.5446 0.900 0.932 0.834
C 4.6308 0.8064 0.6302 -1.818 0.791 -0.401
N 3.9772 1.9736 0.6839 2.079 0.882 -0.682
S 3.8583 -0.6980 0.5376 -0.508 -0.191 -0.022
H 6.2921 1.7020 0.9984 0.633 -0.856 -0.478
H 6.3869 -0.0340 0.7508 0.526 0.090 -0.117
H 4.5034 2.8826 0.5953 -0.947 -1.522 0.271
H 3.0249 1.9729 0.9889 -0.494 0.209 -0.134
C -0.3540 -0.7236 1.3541 0.661 -1.232 1.236
Ge -0.4783 -2.5293 -0.0965 0.367 0.270 -0.847
C 1.2829 -2.8377 -0.9394 2.656 0.077 -0.182
C 1.5922 -2.4402 -2.2999 -1.218 -0.908 1.480
C 2.6432 -2.9221 -3.0617 0.530 -0.452 0.982
C 3.5905 -3.7906 -2.4590 -1.751 0.559 0.808
C 3.4181 -4.1006 -1.0965 -0.489 0.930 0.205
C 2.3409 -3.5895 -0.3212 -0.070 -0.367 -1.129
C -1.0657 -3.9221 1.0489 1.104 -0.495 0.584
C -2.4305 -4.0935 1.0772 -0.067 -0.940 0.689
C -2.9745 -5.1556 1.7995 -1.266 0.053 -0.266
C -2.1856 -6.0770 2.4240 1.642 -0.443 -0.798
C -0.7709 -5.9669 2.2844 -1.334 0.926 0.741
C -0.1961 -4.8634 1.7133 -1.816 0.827 -1.069
C -1.7898 -2.2230 -1.5026 -0.060 0.219 -1.328
C -1.6615 -3.0463 -2.6686 -1.056 0.889 0.071
C -2.4956 -2.8520 -3.7779 0.418 -0.275 0.190
C -3.4134 -1.7748 -3.8258 0.273 -1.099 -0.040
C -3.5664 -0.9657 -2.7097 1.064 -0.299 0.598
C -2.7422 -1.1936 -1.5715 -0.165 -1.015 -1.984
H 0.8052 -1.8556 -2.7065 -0.163 0.430 -0.838
H 2.7295 -2.6575 -4.1060 -0.006 0.123 0.008
H 4.3580 -4.2384 -3.0596 0.379 -0.079 0.003
H 4.1311 -4.7025 -0.5552 0.196 -0.165 -0.185
H 2.3413 -3.8855 0.7340 -0.201 0.106 -0.549
H -3.1499 -3.5152 0.5372 0.058 0.682 -0.372
H -4.0671 -5.2665 1.7618 0.523 -0.051 0.265
H -2.5825 -6.9775 2.8601 -0.216 0.034 0.300
H -0.1375 -6.6517 2.7672 0.611 -1.060 0.442
H 0.8661 -4.7503 1.7035 0.275 -0.023 -0.063
H -0.9049 -3.7962 -2.8322 0.182 -0.260 0.655
H -2.3305 -3.6047 -4.5937 -0.510 1.212 0.520
H -3.9685 -1.6411 -4.7476 -0.143 0.186 0.200
H -4.2148 -0.0856 -2.6726 0.081 -0.475 -0.260
H -2.8105 -0.4158 -0.8859 0.053 0.891 1.750
```
Forces are in eV/Å.

Summary:
- Energy: -5136.5756 hartree
- Strongest force on any atom: 2.7 eV/A
- Orbital gap: 6.99 eV
- ΔE to the lowest compared entry with this formula, charge and spin: 19.8 kJ/mol
- Charge: +2

Here are the Löwdin charges for atoms 1 to 5, given in e:
1 Tc 0.87
2 C -0.03
3 C -0.28
4 C -0.02
5 C -0.02

***

# 2
Here is a structure of composition C52H47N4O3P2Ti at a distorted geometry from the Open Molecules 2025 dataset. Energies are from wB97M-V/def2-TZVPD.

Structure (XYZ):
```
109
Properties=species:S:1:pos:R:3:forces:R:3
Ti -0.2369 0.0847 -0.0583 0.934 -0.210 -0.850
C -0.3115 5.5441 1.3784 -0.029 0.023 0.021
C 0.4782 4.7101 0.5958 -0.003 0.011 0.019
C 0.2671 3.3447 0.6393 0.108 0.033 -0.067
C -0.7113 2.8269 1.4754 0.216 -0.418 -0.032
C -1.5051 3.6464 2.2639 -0.115 0.093 0.103
C -1.3007 5.0141 2.2031 0.005 0.008 0.000
N -0.8268 1.4006 1.5124 -0.238 0.670 0.144
N -1.3153 0.9252 2.5438 -0.411 -0.553 0.525
C -1.5157 -0.4820 2.5120 0.099 0.575 -0.028
C -2.0119 -1.0859 3.6377 -0.260 -0.223 0.155
C -2.3344 -2.4390 3.5585 0.008 0.116 0.099
C -2.1514 -3.1046 2.3588 0.012 -0.057 -0.088
C -1.6030 -2.4264 1.2826 0.098 -0.017 0.080
N -1.2625 -1.1359 1.3635 0.097 0.261 0.297
H -0.1590 6.6147 1.3432 -0.010 -0.004 0.014
H 1.2512 5.1205 -0.0408 -0.011 -0.007 0.008
H 0.8919 2.6900 0.0397 -0.011 -0.017 -0.001
H -2.2707 3.2232 2.9003 0.027 0.011 -0.014
H -1.9153 5.6725 2.8014 0.001 0.006 -0.006
H -2.1580 -0.4959 4.5319 -0.043 -0.021 -0.012
H -2.7425 -2.9564 4.4170 0.007 0.012 -0.005
H -2.4229 -4.1448 2.2473 0.007 0.000 0.011
H -1.4131 -2.9133 0.3371 -0.018 -0.010 -0.018
C 3.3793 -0.5959 -1.0295 0.021 0.032 0.095
N 4.0474 0.0659 0.0541 0.200 0.028 -0.047
C 3.3033 0.8175 1.0147 -0.023 0.039 -0.026
P 1.8145 -0.0991 1.6150 0.013 -0.027 0.300
C 2.3729 -1.7976 1.8260 0.064 -0.042 -0.001
C 3.4626 -2.0462 2.6629 0.019 -0.058 -0.012
C 3.9380 -3.3394 2.8078 0.010 0.018 0.002
C 3.3326 -4.3874 2.1239 0.011 -0.017 0.000
C 2.2569 -4.1461 1.2804 0.013 0.040 0.032
C 1.7816 -2.8508 1.1310 0.005 -0.018 -0.029
C 1.5714 0.5709 3.2827 -0.103 -0.077 -0.002
C 1.1984 -0.2736 4.3297 0.005 -0.009 0.016
C 0.9945 0.2422 5.6022 0.007 -0.004 -0.045
C 1.1547 1.6009 5.8366 0.006 0.001 -0.010
C 1.5307 2.4461 4.8001 -0.013 -0.028 -0.017
C 1.7366 1.9370 3.5270 0.050 0.021 0.012
C 5.4724 0.0903 0.0784 -0.326 -0.035 -0.006
C 6.1522 1.1927 0.5814 0.135 0.116 0.051
C 7.5423 1.1943 0.6050 -0.085 0.040 0.017
C 8.2573 0.1162 0.1072 0.008 0.010 0.005
C 7.5734 -0.9748 -0.4062 -0.079 -0.049 -0.015
C 6.1845 -0.9977 -0.4123 0.139 -0.099 -0.053
P 1.8818 0.2699 -1.6606 -0.032 -0.027 -0.035
C 1.5747 -0.6551 -3.1910 -0.030 0.018 0.013
C 1.2852 0.0141 -4.3779 -0.036 -0.007 -0.044
C 1.1027 -0.7041 -5.5537 0.007 0.008 0.027
C 1.2243 -2.0864 -5.5528 0.000 0.011 0.021
C 1.5167 -2.7583 -4.3711 -0.028 0.032 -0.001
C 1.6770 -2.0489 -3.1916 0.007 -0.043 0.003
C 2.4212 1.9232 -2.1374 0.030 0.083 0.016
C 3.7847 2.1941 -2.2832 -0.013 0.046 -0.033
C 4.1993 3.4512 -2.7009 -0.013 -0.026 0.010
C 3.2660 4.4388 -2.9823 -0.009 0.008 0.002
C 1.9082 4.1743 -2.8469 0.035 -0.018 -0.011
C 1.4878 2.9247 -2.4198 0.006 -0.003 -0.045
H 3.0588 -1.6157 -0.7869 0.021 -0.028 -0.015
H 4.0443 -0.6788 -1.8921 0.058 0.011 0.010
H 2.9732 1.8087 0.6641 0.038 0.030 -0.014
H 3.9153 0.9820 1.9020 0.057 0.000 -0.011
H 3.9405 -1.2370 3.2034 -0.014 -0.005 -0.004
H 4.7847 -3.5304 3.4535 -0.010 -0.002 -0.001
H 3.7065 -5.3955 2.2457 -0.001 0.009 -0.003
H 1.7972 -4.9643 0.7416 -0.006 0.011 -0.003
H 0.9624 -2.6661 0.4432 -0.017 0.024 0.001
H 1.0942 -1.3392 4.1624 0.007 -0.002 -0.008
H 0.7294 -0.4202 6.4160 0.002 -0.002 -0.011
H 1.0049 1.9992 6.8314 0.002 -0.002 -0.011
H 1.6760 3.5017 4.9874 0.004 -0.005 -0.010
H 2.0461 2.6130 2.7388 -0.012 -0.002 -0.017
H 5.6119 2.0611 0.9402 0.023 -0.014 -0.008
H 8.0654 2.0542 1.0021 -0.008 -0.006 -0.003
H 9.3384 0.1253 0.1204 -0.009 0.004 0.000
H 8.1201 -1.8262 -0.7896 -0.006 0.008 0.003
H 5.6647 -1.8760 -0.7769 0.019 0.008 0.006
H 1.2351 1.0958 -4.4019 0.003 -0.002 0.002
H 0.8973 -0.1772 -6.4765 0.000 -0.003 0.010
H 1.1127 -2.6401 -6.4763 0.004 0.006 0.013
H 1.6286 -3.8350 -4.3723 -0.002 0.013 0.007
H 1.8974 -2.5935 -2.2807 -0.009 0.007 -0.006
H 4.5341 1.4414 -2.0827 0.012 -0.005 0.019
H 5.2562 3.6538 -2.8132 -0.011 -0.007 0.003
H 3.5965 5.4148 -3.3128 -0.007 -0.010 -0.001
H 1.1810 4.9423 -3.0771 -0.003 -0.010 0.007
H 0.4276 2.7348 -2.3092 0.022 -0.011 0.020
C -3.3833 -3.9125 -5.8249 0.115 0.037 0.149
O -2.6074 -3.7176 -4.6106 -0.095 0.034 -0.096
C -2.4234 -2.5164 -4.1313 0.000 -0.161 -0.088
C -2.9028 -1.3325 -4.7505 0.074 -0.029 0.124
C -2.6732 -0.1404 -4.1410 0.024 -0.001 0.017
C -1.9524 -0.0396 -2.9127 -0.180 -0.101 -0.194
C -1.8128 1.1830 -2.2787 0.139 0.163 0.501
C -2.3596 2.4717 -2.7852 0.044 0.047 -0.067
O -1.1736 1.2849 -1.1289 -0.329 0.183 -0.499
C -1.4390 -1.2569 -2.3551 0.269 0.275 0.571
O -0.6934 -1.1973 -1.2207 -0.606 -0.496 -0.642
C -1.6865 -2.4596 -2.9282 0.011 -0.174 -0.231
H -3.4261 -4.9856 -5.9622 0.007 -0.020 -0.001
H -2.8739 -3.4439 -6.6641 -0.011 0.005 -0.025
H -4.3846 -3.5100 -5.6904 -0.023 -0.001 -0.013
H -3.4466 -1.3743 -5.6803 -0.027 -0.013 -0.022
H -3.0505 0.7595 -4.6059 -0.006 0.012 0.015
H -3.3619 2.3582 -3.1907 -0.012 0.011 -0.010
H -1.7159 2.8518 -3.5848 -0.025 -0.006 -0.014
H -2.3763 3.2031 -1.9813 0.016 -0.012 0.021
H -1.3006 -3.3752 -2.5034 -0.008 -0.015 -0.017
```
Forces are in eV/Å.

Summary:
- Energy: -3985.8949 hartree
- Strongest force on any atom: 1.3 eV/A
- Orbital gap: 4.64 eV
- ΔE to the lowest compared entry with this formula, charge and spin: 21.8 kJ/mol
- Charge: +3

Here are the Löwdin charges for atoms 1 to 5, given in e:
1 Ti 0.92
2 C -0.02
3 C -0.04
4 C -0.06
5 C -0.25